1.
{
  "formula": "C9H15N5O3",
  "method": "ωB97M-V/def2-TZVPD",
  "symbols": ["C", "H", "H", "C", "O", "H", "C", "O", "H", "C", "N", "C", "C", "N", "C", "N", "C", "N", "H", "C", "H", "H", "N", "H", "H", "O", "H", "H", "H", "H", "H", "H"],
  "positions_angstrom": [[-2.580, -1.480, 2.142], [-2.851, -2.521, 2.293], [-3.061, -1.125, 1.235], [-1.054, -1.381, 2.030], [-0.437, -1.943, 3.165], [-0.471, -1.282, 3.870], [-0.555, 0.071, 1.857], [-0.903, 0.853, 2.981], [-1.862, 0.955, 2.995], [-1.039, 0.737, 0.545], [-0.827, -0.127, -0.582], [0.327, 0.007, -1.340], [0.607, -0.778, -2.453], [1.746, -0.689, -3.126], [2.643, 0.192, -2.684], [2.467, 1.034, -1.672], [1.318, 0.943, -1.010], [1.092, 1.787, 0.044], [1.761, 2.536, 0.139], [-0.285, 2.070, 0.363], [-0.779, 2.651, -0.432], [-0.324, 2.635, 1.296], [3.853, 0.214, -3.313], [3.888, -0.210, -4.223], [4.414, 1.033, -3.154], [-0.315, -1.664, -2.907], [0.076, -2.108, -3.671], [-1.618, -0.530, -1.055], [-2.110, 0.956, 0.642], [0.540, 0.049, 1.852], [-0.713, -1.972, 1.175], [-2.949, -0.913, 2.996]],
  "smiles": "C[C@H](O)[C@H](O)[C@H]1CNc2nc(N)nc(O)c2N1",
  "orbital_gap_ev": 7.83,
  "homo_ev": -7.2
}


2.
{
  "formula": "C9H15NO",
  "method": "ωB97M-V/def2-TZVPD",
  "symbols": ["C", "C", "C", "C", "C", "C", "C", "C", "C", "N", "O", "H", "H", "H", "H", "H", "H", "H", "H", "H", "H", "H", "H", "H", "H", "H"],
  "positions_angstrom": [[-1.008, -0.385, 0.944], [-0.913, -1.035, -0.308], [-0.663, -0.408, 2.218], [2.509, 0.120, 1.018], [-2.127, -0.155, -0.113], [2.854, -1.342, 0.706], [-3.532, -0.821, 0.247], [-2.153, 1.209, -0.764], [2.463, 0.939, -1.155], [2.379, 1.124, 0.274], [-0.436, -1.825, -1.066], [0.226, -0.952, 2.500], [-1.379, -0.338, 2.998], [2.450, 0.302, 2.079], [3.543, -1.579, -0.061], [1.870, -1.789, 0.401], [3.312, -1.844, 1.475], [-3.712, -1.710, -0.335], [-4.404, -0.044, -0.017], [-3.534, -1.063, 1.221], [-2.399, 1.139, -1.801], [-1.032, 1.670, -0.716], [-2.701, 1.892, -0.233], [1.546, 0.408, -1.542], [2.656, 1.927, -1.630], [3.281, 0.185, -1.480]],
  "smiles": "C=C1C(=O)C1(C)C.C/C=N\\C",
  "orbital_gap_ev": 8.99,
  "homo_ev": -9.3
}


3.
{
  "formula": "C9H15NO2",
  "method": "ωB97M-V/def2-TZVPD",
  "symbols": ["C", "C", "C", "C", "C", "C", "C", "C", "C", "N", "O", "O", "H", "H", "H", "H", "H", "H", "H", "H", "H", "H", "H", "H", "H", "H", "H"],
  "positions_angstrom": [[2.601, -0.878, 0.234], [0.177, -1.390, 0.546], [1.232, -0.700, -0.316], [-1.154, -0.616, 0.363], [0.437, 1.152, -0.043], [-1.884, -0.870, -1.046], [-2.145, -0.948, 1.433], [1.225, 1.828, 1.180], [0.588, 2.009, -1.278], [3.689, -1.117, 0.488], [-0.863, 0.790, 0.316], [1.314, -0.876, -1.692], [0.146, -2.395, 0.259], [0.550, -1.190, 1.495], [-2.479, -1.767, -1.080], [-1.027, -0.985, -1.745], [-2.418, -0.022, -1.340], [-3.105, -0.401, 1.137], [-1.779, -0.650, 2.404], [-2.218, -2.023, 1.318], [2.177, 1.458, 1.487], [0.479, 1.829, 2.015], [1.173, 2.908, 0.866], [0.362, 1.401, -2.198], [1.641, 2.256, -1.306], [0.104, 2.893, -1.300], [1.177, -1.696, -2.196]],
  "orbital_gap_ev": 9.84,
  "homo_ev": -9.3
}


4.
{
  "formula": "C9H15NO2",
  "method": "ωB97M-V/def2-TZVPD",
  "symbols": ["C", "C", "C", "C", "C", "C", "C", "C", "C", "N", "O", "O", "H", "H", "H", "H", "H", "H", "H", "H", "H", "H", "H", "H", "H", "H", "H"],
  "positions_angstrom": [[-2.285, 0.720, 0.351], [0.582, 0.051, 0.997], [-0.358, 0.082, -0.414], [-1.012, -1.087, 0.302], [-3.364, 1.612, 0.706], [0.294, -0.268, -1.707], [-1.186, -2.411, -0.433], [2.806, 1.101, 0.738], [2.085, -0.194, 1.002], [-1.295, 1.152, -0.312], [-2.329, -0.616, 0.662], [-0.099, -1.144, 1.323], [0.432, 1.022, 1.448], [-3.898, 1.309, 1.628], [-4.241, 1.634, -0.087], [-3.022, 2.557, 0.661], [-0.487, -0.648, -2.490], [1.177, -0.876, -1.673], [0.754, 0.648, -2.289], [-1.233, -3.319, 0.147], [-0.485, -2.643, -1.138], [-2.098, -2.475, -0.869], [2.769, 1.444, -0.223], [3.830, 1.094, 0.860], [2.516, 1.985, 1.239], [2.209, -0.544, 1.936], [2.245, -0.927, 0.347]],
  "smiles": "CC[C@@H]1O[C@@]2(C)OC(C)=N[C@@]12C",
  "orbital_gap_ev": 10.08,
  "homo_ev": -9.1
}


5.
{
  "formula": "C9H15NO2Si",
  "method": "ωB97M-V/def2-TZVPD",
  "symbols": ["C", "C", "C", "C", "C", "C", "C", "C", "C", "N", "O", "O", "Si", "H", "H", "H", "H", "H", "H", "H", "H", "H", "H", "H", "H", "H", "H", "H"],
  "positions_angstrom": [[-2.383, -2.312, 1.215], [-2.806, 1.390, 1.998], [-1.376, 0.196, -2.642], [-1.828, -1.699, 0.201], [-1.627, 0.976, 1.614], [-1.822, 0.632, -1.493], [1.805, -0.074, 0.130], [3.618, -0.323, 1.617], [2.295, 0.936, -2.118], [2.258, -0.295, 1.308], [0.535, 0.083, -0.041], [2.673, 0.229, -0.936], [-1.068, 0.004, 0.076], [-2.733, -3.268, 1.280], [-2.509, -1.848, 2.235], [-2.932, 1.723, 3.118], [-3.622, 1.226, 1.435], [-1.858, 0.547, -3.568], [-0.440, -0.284, -2.838], [-1.743, -2.273, -0.784], [-0.786, 1.022, 2.332], [-2.626, 1.320, -1.656], [4.213, -1.244, 1.359], [4.306, 0.381, 1.122], [3.768, -0.423, 2.718], [1.272, 1.274, -2.198], [2.351, 0.356, -3.107], [3.065, 1.749, -2.377]],
  "smiles": "C=C[Si](C=C)(C=C)O/C(=N/C)OC",
  "orbital_gap_ev": 9.82,
  "homo_ev": -9.1
}


6.
{
  "formula": "C9H16BaOP",
  "method": "ωB97M-V/def2-TZVPD",
  "symbols": ["C", "C", "C", "C", "C", "Ba", "P", "H", "H", "H", "H", "H", "H", "H", "H", "C", "C", "C", "O", "C", "H", "H", "H", "H", "H", "H", "H", "H"],
  "positions_angstrom": [[-0.452, 2.540, -2.698], [0.826, 1.973, -2.790], [1.465, 2.131, -1.539], [0.578, 2.799, -0.695], [-0.597, 3.077, -1.400], [-0.768, 0.285, -0.747], [-2.217, -1.190, -2.688], [-1.202, 2.546, -3.485], [1.235, 1.468, -3.667], [2.419, 1.683, -1.269], [-1.518, 3.517, -1.007], [0.701, 2.909, 0.390], [-1.720, -2.526, -2.274], [-2.091, -0.930, -4.088], [-3.575, -1.001, -2.125], [-0.044, -2.167, 2.930], [1.398, -1.549, 2.957], [1.243, -0.287, 2.151], [0.271, -0.778, 1.141], [-0.404, -2.070, 1.473], [-0.111, -3.193, 3.294], [-0.713, -1.501, 3.509], [2.060, -2.236, 2.401], [1.786, -1.340, 3.951], [0.745, 0.556, 2.671], [2.091, 0.094, 1.568], [0.067, -2.822, 0.819], [-1.475, -1.990, 1.217]],
  "orbital_gap_ev": 2.60,
  "homo_ev": -0.2,
  "total_charge": -1
}


7.
{
  "formula": "C9H16BiClIrNO",
  "method": "ωB97M-V/def2-TZVPD",
  "symbols": ["Ir", "Cl", "C", "H", "H", "H", "Bi", "C", "C", "C", "H", "H", "H", "H", "H", "H", "H", "H", "O", "N", "C", "C", "C", "C", "C", "H", "H", "H", "H", "H"],
  "positions_angstrom": [[-0.317, 0.325, 0.093], [-0.651, -1.701, 1.050], [0.861, 1.391, 1.186], [1.193, 2.293, 0.648], [1.731, 0.790, 1.475], [0.300, 1.703, 2.078], [1.703, -3.987, 0.384], [1.736, -3.428, 2.642], [-0.163, -4.441, -0.931], [3.602, -4.183, -0.572], [-0.154, -3.707, -1.741], [-0.089, -5.461, -1.315], [-1.058, -4.309, -0.319], [2.209, -2.445, 2.712], [0.704, -3.369, 2.996], [2.302, -4.186, 3.188], [4.529, -4.025, 0.015], [3.649, -4.490, -1.637], [-0.974, 1.113, -1.437], [-1.506, 2.403, -1.197], [-2.179, 2.671, -0.070], [-2.667, 3.955, 0.099], [-2.277, 4.947, -0.779], [-1.479, 4.638, -1.891], [-1.172, 3.317, -2.142], [-2.283, 1.826, 0.649], [-3.397, 4.070, 0.891], [-2.575, 5.971, -0.617], [-1.038, 5.395, -2.524], [-0.542, 2.924, -2.933]],
  "orbital_gap_ev": [4.25, 7.04],
  "homo_ev": [-1.7, -4.5],
  "s_squared": 8.83,
  "total_charge": -1,
  "spin_multiplicity": 6
}


8.
{
  "formula": "C9H16BrN3O",
  "method": "ωB97M-V/def2-TZVPD",
  "symbols": ["C", "C", "C", "C", "C", "C", "C", "C", "C", "N", "N", "N", "O", "Br", "H", "H", "H", "H", "H", "H", "H", "H", "H", "H", "H", "H", "H", "H", "H", "H"],
  "positions_angstrom": [[-1.082, 1.402, 3.443], [0.259, 2.931, 3.154], [-1.821, -1.242, -1.080], [1.272, -1.139, 1.271], [-0.363, -1.303, -0.868], [0.854, 0.958, -0.039], [0.198, -0.402, 0.398], [-0.043, 2.008, -0.467], [0.041, 3.104, 0.680], [-0.279, 2.219, 4.094], [-1.079, 1.592, 2.144], [-0.163, 2.557, 1.954], [0.107, 2.556, -1.724], [-1.266, 4.529, 0.413], [-1.719, 0.648, 3.894], [1.095, 3.698, 3.347], [-2.262, -0.231, -0.896], [-2.098, -1.708, -2.079], [-2.481, -1.844, -0.381], [1.460, -0.465, 2.113], [0.796, -2.007, 1.658], [2.126, -1.450, 0.786], [0.009, -2.343, -0.851], [0.157, -0.885, -1.728], [1.592, 1.167, 0.688], [1.337, 0.496, -0.948], [-0.695, -0.204, 0.976], [-1.000, 1.700, -0.451], [0.992, 3.705, 0.646], [0.809, 3.187, -1.713]],
  "smiles": "CC[C@@H](C)C[C@H](O)[C@@H](Br)n1cncn1",
  "orbital_gap_ev": 10.62,
  "homo_ev": -10.1
}


9.
{
  "formula": "C9H16Cl2DyN2O2P",
  "method": "ωB97M-V/def2-TZVPD",
  "symbols": ["C", "C", "H", "H", "H", "O", "Cl", "Dy", "P", "C", "C", "H", "H", "H", "C", "H", "H", "H", "H", "H", "H", "C", "O", "Cl", "N", "C", "C", "N", "C", "H", "H", "H", "H"],
  "positions_angstrom": [[-2.639, 2.674, 2.820], [-1.870, 1.679, 2.068], [-1.967, 3.141, 3.538], [-3.486, 2.193, 3.345], [-3.061, 3.427, 2.125], [-0.685, 1.414, 1.956], [-3.289, 0.289, 0.918], [-1.009, -0.262, 0.383], [0.999, 1.062, -1.505], [2.737, 1.586, -1.528], [0.807, 0.633, -3.266], [-0.912, 2.597, -1.444], [0.485, 3.283, -2.331], [0.483, 3.250, -0.537], [0.181, 2.710, -1.444], [-0.191, 0.226, -3.430], [0.962, 1.518, -3.896], [2.903, 2.358, -2.285], [3.374, 0.723, -1.758], [1.538, -0.133, -3.532], [3.035, 1.978, -0.549], [1.716, -0.370, 0.799], [2.813, -0.504, 1.159], [-1.920, -1.012, -1.811], [0.516, -4.399, 0.677], [-0.433, -4.621, 1.667], [-1.018, -3.403, 1.907], [-0.431, -2.451, 1.061], [0.501, -3.093, 0.336], [1.132, -5.098, 0.270], [-0.623, -5.588, 2.100], [-1.800, -3.136, 2.608], [1.152, -2.672, -0.421]],
  "orbital_gap_ev": [6.39, 6.33],
  "homo_ev": [-15.6, -15.5],
  "s_squared": 9.33,
  "total_charge": 2,
  "spin_multiplicity": 6
}